Below is 6 unconnected molecules or ions with the total composition C5H22N10O6 at a distorted geometry, with properties calculated with ωB97M-V with the def2-TZVPD basis set.

Values from the calculation:
HOMO-LUMO gap (eV): 8.8
E_HOMO (eV): -8.82
E (hartree): -1202.92892
Maximum force (eV Å⁻¹): 1.218
SMILES string: NC(N)=O.NC(N)=O.NC(N)=O.NC(N)=O.NC(N)=O.O
Lowest unoccupied orbital energy (hartree): -0.002
Charge: 0

Last column: natural (NBO) charge in e.
Positions of all 43 atoms, in Å:
N 4.580 2.268 0.964  -0.851
C 3.543 2.336 0.075  0.778
N 3.499 1.309 -0.831  -0.871
O 2.731 3.243 0.058  -0.660
H 4.701 2.997 1.644  0.404
H 5.066 1.422 1.198  0.382
H 4.025 0.467 -0.699  0.383
H 2.708 1.385 -1.454  0.438
N -2.182 1.102 1.035  -0.876
C -1.250 1.604 1.891  0.771
N -0.289 0.689 2.233  -0.876
O -1.266 2.760 2.271  -0.663
H -2.738 1.798 0.577  0.406
H -2.365 0.113 0.986  0.418
H -0.278 -0.167 1.708  0.412
H 0.416 1.012 2.865  0.402
N -1.783 -2.430 -1.409  -0.831
C -0.593 -1.959 -0.972  0.790
N 0.325 -1.630 -1.914  -0.844
O -0.408 -1.728 0.222  -0.721
H -2.500 -2.739 -0.774  0.431
H -1.997 -2.636 -2.370  0.386
H 0.097 -1.779 -2.880  0.386
H 1.185 -1.178 -1.659  0.432
N -3.435 -3.102 3.640  -0.844
C -2.726 -2.603 2.584  0.782
N -1.408 -2.925 2.570  -0.863
O -3.245 -1.912 1.720  -0.696
H -3.057 -3.718 4.335  0.385
H -4.437 -3.092 3.572  0.403
H -0.899 -3.330 3.333  0.385
H -0.886 -2.716 1.729  0.434
N 0.479 1.845 -1.030  -0.887
C -0.395 2.298 -1.978  0.777
N -1.035 1.296 -2.664  -0.875
O -0.643 3.470 -2.176  -0.642
H 0.957 2.524 -0.440  0.445
H 0.319 0.957 -0.584  0.385
H -0.749 0.335 -2.613  0.379
H -1.819 1.591 -3.216  0.402
O 2.563 0.266 -3.457  -0.951
H 3.330 0.476 -3.998  0.483
H 1.861 0.080 -4.088  0.473

Force components x, y, z for each atom (eV/Å):
N 0.6 0.2 0.7
C 0.0 -0.5 0.0
N -0.2 0.7 0.2
O 0.3 0.3 0.1
H -0.4 0.1 -0.1
H -0.1 -0.1 -0.4
H 0.0 -0.1 -0.2
H 0.1 -0.5 -0.1
N 0.1 0.0 -0.2
C 0.0 0.2 0.0
N -0.5 0.3 0.0
O 0.3 0.1 0.1
H -0.4 -0.2 0.0
H -0.2 0.0 -0.1
H 0.5 -0.2 0.2
H 0.2 -0.3 0.0
N -0.5 -0.6 -0.7
C -0.5 0.8 0.8
N -0.3 -0.3 -0.5
O 0.6 -0.2 -0.1
H 0.3 0.3 0.5
H 0.4 0.1 0.0
H 0.3 0.0 -0.1
H 0.0 0.0 0.0
N -0.5 0.0 0.3
C 0.2 -0.1 0.3
N 0.6 -0.2 -0.2
O -0.2 -0.2 -0.4
H 0.3 -0.1 -0.2
H 0.0 0.3 -0.1
H -0.3 -0.1 0.1
H -0.1 0.4 0.1
N 0.6 -0.1 0.2
C -0.4 0.1 0.8
N -0.1 0.0 -0.3
O 0.1 0.1 -0.3
H -0.2 0.1 -0.3
H -0.3 0.0 -0.1
H -0.2 0.1 0.1
H 0.0 -0.2 -0.1
O -0.1 -0.3 0.0
H 0.0 0.1 0.0
H 0.0 0.2 -0.1